DFT (wB97M-V/def2-TZVPD) results for C58H45N7O2PPt as an isolated structure.

CARTESIAN COORDINATES (ANGSTROEM)
Pt (0.043, -0.001, 0.005)
C (4.920, 0.277, 1.513)
N (3.819, -0.543, 0.994)
C (2.513, -0.391, 1.286)
N (1.784, -1.220, 0.567)
C (2.633, -1.933, -0.242)
C (3.914, -1.511, 0.007)
C (5.220, -1.893, -0.579)
C (6.130, -2.670, 0.134)
C (7.338, -3.035, -0.443)
C (7.639, -2.623, -1.736)
C (6.737, -1.843, -2.449)
C (5.528, -1.477, -1.870)
C (2.141, -2.937, -1.213)
C (0.849, -2.861, -1.729)
C (0.399, -3.777, -2.667)
C (1.237, -4.793, -3.107)
C (2.519, -4.891, -2.582)
C (2.967, -3.975, -1.642)
P (1.832, 0.685, 2.581)
C (1.123, 2.079, 1.651)
N (0.140, 1.952, 0.783)
C (-0.142, 3.180, 0.254)
C (0.681, 4.093, 0.855)
N (1.468, 3.384, 1.746)
C (2.501, 3.955, 2.615)
C (0.743, 5.564, 0.716)
C (1.930, 6.196, 0.356)
C (1.973, 7.576, 0.213)
C (0.825, 8.330, 0.424)
C (-0.365, 7.703, 0.775)
C (-0.406, 6.323, 0.922)
C (-1.090, 3.344, -0.869)
C (-2.174, 2.484, -0.994)
C (-3.025, 2.568, -2.085)
C (-2.803, 3.528, -3.065)
C (-1.725, 4.397, -2.942)
C (-0.870, 4.304, -1.853)
C (0.271, -0.225, 2.789)
N (-0.615, -0.485, 1.830)
C (-1.676, -1.151, 2.403)
C (-1.399, -1.336, 3.725)
N (-0.179, -0.734, 3.956)
C (0.481, -0.645, 5.265)
C (-2.231, -1.928, 4.792)
C (-3.528, -1.460, 4.988)
C (-4.319, -2.001, 5.991)
C (-3.818, -3.010, 6.805)
C (-2.528, -3.485, 6.608)
C (-1.738, -2.947, 5.600)
C (-2.918, -1.532, 1.704)
C (-3.629, -0.566, 1.002)
C (-4.861, -0.871, 0.439)
C (-5.386, -2.149, 0.571)
C (-4.677, -3.121, 1.270)
C (-3.450, -2.812, 1.839)
H (4.755, 1.323, 1.261)
H (5.843, -0.050, 1.047)
H (5.003, 0.163, 2.590)
H (5.882, -3.003, 1.137)
H (8.040, -3.645, 0.111)
H (8.580, -2.911, -2.189)
H (6.973, -1.520, -3.455)
H (4.814, -0.873, -2.418)
H (0.177, -2.076, -1.402)
H (-0.608, -3.689, -3.055)
H (0.894, -5.503, -3.849)
H (3.177, -5.690, -2.901)
H (3.962, -4.087, -1.229)
H (2.254, 4.994, 2.808)
H (3.478, 3.904, 2.139)
H (2.525, 3.412, 3.554)
H (2.818, 5.604, 0.158)
H (2.899, 8.060, -0.073)
H (0.856, 9.406, 0.308)
H (-1.261, 8.288, 0.935)
H (-1.331, 5.828, 1.192)
H (-2.343, 1.735, -0.235)
H (-3.859, 1.882, -2.172)
H (-3.464, 3.597, -3.920)
H (-1.538, 5.141, -3.705)
H (-0.011, 4.963, -1.787)
H (-0.279, -0.490, 6.024)
H (1.171, 0.192, 5.264)
H (1.028, -1.560, 5.481)
H (-3.915, -0.674, 4.351)
H (-5.326, -1.632, 6.138)
H (-4.434, -3.428, 7.591)
H (-2.138, -4.280, 7.231)
H (-0.742, -3.342, 5.427)
H (-3.235, 0.437, 0.934)
H (-5.411, -0.108, -0.100)
H (-6.349, -2.387, 0.134)
H (-5.086, -4.117, 1.382)
H (-2.904, -3.567, 2.393)
O (2.032, 2.142, -2.836)
C (1.294, 1.374, -2.257)
O (1.519, 0.855, -1.079)
C (0.028, 0.908, -2.914)
C (-0.233, 1.246, -4.256)
C (-1.311, 0.687, -4.857)
C (-2.121, -0.226, -4.137)
C (-3.215, -0.891, -4.743)
C (-3.959, -1.781, -4.030)
C (-3.638, -2.037, -2.674)
C (-2.594, -1.400, -2.066)
C (-1.812, -0.479, -2.789)
N (-0.733, 0.129, -2.188)
H (0.445, 1.926, -4.751)
H (-1.548, 0.904, -5.894)
H (-3.439, -0.689, -5.784)
H (-4.786, -2.299, -4.499)
H (-4.227, -2.746, -2.106)
H (-2.338, -1.600, -1.034)

Computed properties:
* ΔE to the lowest compared entry with this formula, charge and spin: 1.876 eV
* HOMO energy (spin up / spin down): -10.15 / -10.15 eV
* HOMO-LUMO gap (spin up / spin down): 8.0991 / 8.0997 eV
* F_max: 1.62 eV/Å
* net charge: +1

---

DFT (wB97M-V/def2-TZVPD) results for a 3-piece molecular cluster, C2H3N2O2 overall.

CARTESIAN COORDINATES (ANGSTROEM)
C (2.705, 0.342, 0.075)
C (1.175, -1.316, 0.029)
N (3.842, -0.043, 0.006)
N (1.417, -0.052, 0.229)
O (1.450, -2.396, -0.128)
O (5.021, -0.041, -0.118)
H (-1.103, -0.467, -1.233)
H (-0.942, -0.978, -0.561)
H (0.631, 0.591, 0.191)

Computed properties:
* ΔE to the lowest compared entry with this formula, charge and spin: 6.833 eV
* HOMO energy: -15.13 eV
* HOMO-LUMO gap: 7.6991 eV
* F_max: 2.94 eV/Å
* net charge: +1

---

DFT (wB97M-V/def2-TZVPD) results for a 10-piece molecular cluster, C43H74NO5S5 overall.

CARTESIAN COORDINATES (ANGSTROEM)
C (30.450, 18.802, 3.780)
C (30.066, 19.295, 5.324)
C (28.811, 18.905, 5.846)
C (28.547, 19.542, 7.045)
N (27.390, 18.916, 7.884)
C (26.145, 18.539, 7.056)
C (24.956, 18.563, 8.113)
C (25.385, 19.687, 9.101)
C (26.884, 19.907, 8.905)
C (27.884, 17.696, 8.551)
H (31.216, 19.013, 3.261)
H (29.771, 19.281, 2.964)
H (30.310, 17.590, 3.683)
H (30.153, 20.212, 5.129)
H (30.701, 18.875, 6.136)
H (28.677, 17.862, 6.008)
H (27.937, 18.848, 5.229)
H (28.496, 20.633, 6.834)
H (29.420, 19.634, 7.729)
H (26.348, 17.659, 6.632)
H (25.903, 19.235, 6.244)
H (24.648, 17.720, 8.595)
H (24.126, 18.967, 7.677)
H (25.276, 19.210, 10.032)
H (24.765, 20.607, 9.098)
H (27.545, 20.008, 9.713)
H (27.137, 20.895, 8.334)
H (28.093, 16.966, 7.910)
H (26.892, 17.272, 9.143)
H (28.535, 17.788, 9.308)
C (26.596, 24.791, 8.168)
S (25.849, 24.000, 9.666)
O (26.791, 22.812, 9.993)
C (26.557, 25.255, 10.704)
H (27.642, 24.879, 8.274)
H (25.895, 25.695, 8.052)
H (26.327, 24.292, 7.291)
H (27.612, 25.615, 10.541)
H (26.483, 24.877, 11.776)
H (25.923, 26.147, 10.476)
C (21.377, 16.723, 11.995)
S (21.481, 17.549, 10.464)
O (22.944, 18.043, 10.326)
C (21.572, 16.078, 9.462)
H (22.376, 16.136, 12.082)
H (20.709, 15.985, 11.760)
H (21.097, 17.400, 12.756)
H (22.225, 15.395, 10.057)
H (21.650, 16.084, 8.443)
H (20.523, 15.575, 9.463)
C (25.894, 13.274, 5.404)
S (26.904, 13.707, 6.819)
O (27.207, 15.160, 6.471)
C (25.747, 13.705, 8.213)
H (25.822, 12.197, 5.110)
H (26.381, 13.639, 4.490)
H (24.920, 13.673, 5.109)
H (25.030, 14.370, 8.194)
H (26.286, 13.825, 9.072)
H (25.147, 12.753, 8.017)
C (22.442, 21.624, 13.095)
S (23.420, 21.240, 11.621)
O (23.266, 22.370, 10.568)
C (25.034, 21.520, 12.322)
H (22.405, 22.683, 13.427)
H (22.713, 20.855, 13.920)
H (21.402, 21.375, 12.784)
H (24.986, 20.979, 13.259)
H (25.122, 22.582, 12.564)
H (25.967, 21.361, 11.622)
C (29.221, 21.036, 12.337)
S (30.594, 20.643, 11.198)
O (30.330, 19.362, 10.410)
C (30.110, 21.838, 9.948)
H (29.011, 22.087, 12.386)
H (29.546, 20.693, 13.350)
H (28.411, 20.315, 12.091)
H (30.516, 22.701, 10.207)
H (29.070, 21.705, 9.938)
H (30.641, 21.536, 8.872)
C (25.659, 18.645, 14.513)
C (27.219, 18.589, 14.611)
C (27.924, 18.096, 13.651)
C (27.263, 17.594, 12.413)
C (25.882, 17.597, 12.188)
C (25.072, 18.141, 13.354)
H (25.117, 19.298, 15.095)
H (27.648, 19.356, 15.475)
H (28.982, 18.093, 13.826)
H (28.060, 17.378, 11.534)
H (25.481, 17.398, 11.069)
H (24.029, 18.172, 13.303)
C (28.857, 16.626, 1.212)
C (29.090, 15.375, 2.126)
C (28.270, 15.327, 3.311)
C (27.372, 16.441, 3.644)
C (27.148, 17.562, 2.881)
C (27.992, 17.662, 1.521)
H (29.334, 16.597, 0.433)
H (29.609, 14.316, 1.781)
H (28.391, 14.442, 3.799)
H (26.726, 16.304, 4.564)
H (26.519, 18.202, 3.216)
H (27.856, 18.492, 0.864)
C (31.184, 23.060, 1.036)
C (31.130, 24.554, 1.234)
C (31.607, 25.148, 2.359)
C (32.244, 24.394, 3.338)
C (32.429, 22.912, 3.199)
C (31.898, 22.245, 1.936)
H (30.674, 22.671, 0.059)
H (30.791, 25.259, 0.498)
H (31.341, 26.157, 2.852)
H (32.617, 24.835, 4.196)
H (32.755, 22.398, 4.006)
H (31.899, 21.127, 1.359)
C (33.994, 19.836, 6.073)
C (35.272, 19.108, 6.240)
C (35.614, 18.808, 7.602)
C (34.805, 18.921, 8.700)
C (33.584, 19.561, 8.659)
C (33.123, 19.986, 7.252)
H (33.904, 20.180, 5.060)
H (35.830, 19.010, 5.461)
H (36.715, 18.401, 7.673)
H (35.114, 18.401, 9.690)
H (32.868, 19.650, 9.649)
H (32.126, 20.456, 7.163)

Computed properties:
* ΔE to the lowest compared entry with this formula, charge and spin: 0.752 eV
* HOMO energy: -10.32 eV
* HOMO-LUMO gap: 8.7280 eV
* F_max: 11.42 eV/Å
* net charge: +1

---

DFT (wB97M-V/def2-TZVPD) results for a 7-piece molecular cluster, C5H22NO8 overall.

CARTESIAN COORDINATES (ANGSTROEM)
C (0.875, -0.645, 1.892)
N (-0.046, -1.558, 1.466)
C (0.423, -2.716, 0.711)
C (-2.061, -0.598, 2.533)
C (-1.466, -1.202, 1.269)
C (-1.640, -0.171, 0.112)
O (-1.624, -0.901, -1.102)
O (0.546, 0.380, 2.486)
H (1.944, -0.944, 1.700)
H (1.413, -2.513, 0.268)
H (0.552, -3.566, 1.398)
H (-0.217, -3.004, -0.111)
H (-1.690, 0.387, 2.721)
H (-1.799, -1.197, 3.414)
H (-3.154, -0.533, 2.521)
H (-1.976, -2.127, 0.953)
H (-2.640, 0.296, 0.187)
H (-0.866, 0.604, 0.071)
H (0.039, -0.179, -3.252)
H (-1.365, -0.320, -1.903)
O (-0.543, 0.574, -3.095)
H (1.439, 2.368, 1.521)
H (1.324, 2.686, -0.002)
O (1.430, 3.138, 0.877)
H (1.867, 0.799, -1.154)
H (3.335, 0.220, -1.401)
O (2.547, -0.025, -0.975)
H (1.642, -1.081, -1.937)
H (0.206, -1.652, -1.846)
O (0.983, -1.674, -2.398)
H (-0.425, 2.706, -0.894)
H (-0.413, 3.610, 0.318)
O (-1.006, 3.334, -0.393)
H (-0.063, 1.162, -2.435)
H (1.439, 2.483, -2.055)
O (0.992, 1.859, -1.464)

Computed properties:
* ΔE to the lowest compared entry with this formula, charge and spin: 2.052 eV
* HOMO energy: -6.27 eV
* HOMO-LUMO gap: 9.5057 eV
* F_max: 2.10 eV/Å
* net charge: -1

---

DFT (wB97M-V/def2-TZVPD) results for one molecule with the formula C2H7OPS.

CARTESIAN COORDINATES (ANGSTROEM)
C (-1.593, 0.574, 0.475)
P (-0.245, -0.073, -0.661)
O (-0.478, -1.456, -1.143)
C (1.336, 0.104, 0.285)
S (2.495, -0.962, -0.638)
H (-2.273, -0.326, 0.239)
H (-1.178, 0.605, 1.479)
H (-1.982, 1.466, 0.237)
H (-0.216, 0.905, -1.553)
H (1.714, 1.218, 0.329)
H (0.948, -0.189, 1.517)
H (1.471, -1.865, -0.567)

Computed properties:
* ΔE to the lowest compared entry with this formula, charge and spin: 2.009 eV
* HOMO energy: -9.17 eV
* HOMO-LUMO gap: 9.9161 eV
* F_max: 5.74 eV/Å
* net charge: 0
* SMILES: C[P@H](=O)CS

---

DFT (wB97M-V/def2-TZVPD) results for a 2-piece molecular cluster, C3H7NO overall.

CARTESIAN COORDINATES (ANGSTROEM)
N (-0.977, 1.364, -1.624)
C (-1.501, 0.140, -1.759)
O (-2.014, -0.549, -0.906)
H (-0.739, 1.821, -0.759)
H (-0.817, 1.833, -2.493)
H (-1.561, -0.207, -2.812)
C (0.604, -0.759, 1.846)
C (1.922, -0.778, 1.647)
H (-0.041, -1.374, 1.226)
H (0.151, -0.146, 2.611)
H (2.351, -1.008, 0.670)
H (2.622, -0.337, 2.353)

Computed properties:
* ΔE to the lowest compared entry with this formula, charge and spin: 1.733 eV
* HOMO energy: -9.72 eV
* HOMO-LUMO gap: 10.6192 eV
* F_max: 1.76 eV/Å
* net charge: 0
* SMILES: NC=O.C=C

---

DFT (wB97M-V/def2-TZVPD) results for one molecule with the formula C4H9NO.

CARTESIAN COORDINATES (ANGSTROEM)
C (-0.243, -2.109, -0.129)
C (-0.453, -0.624, -0.266)
C (0.533, 0.274, -0.102)
N (1.883, -0.026, -0.016)
O (0.392, 1.625, -0.035)
C (-0.906, 2.160, 0.129)
H (0.435, -2.345, 0.704)
H (0.165, -2.586, -1.032)
H (-1.193, -2.606, 0.092)
H (-1.444, -0.273, -0.532)
H (2.118, -1.004, 0.047)
H (2.417, 0.572, 0.599)
H (-1.336, 2.439, -0.840)
H (-1.567, 1.448, 0.631)
H (-0.802, 3.054, 0.750)

Computed properties:
* ΔE to the lowest compared entry with this formula, charge and spin: 1.604 eV
* HOMO energy: -7.77 eV
* HOMO-LUMO gap: 8.8183 eV
* F_max: 0.23 eV/Å
* net charge: 0
* SMILES: C/C=C(\N)OC

---

DFT (wB97M-V/def2-TZVPD) results for a 7-piece molecular cluster, C13H32N9O14 overall.

CARTESIAN COORDINATES (ANGSTROEM)
C (-0.876, -2.311, -1.408)
C (-1.551, -0.931, -1.158)
N (-0.689, 0.236, -1.428)
N (0.036, 0.134, -2.631)
C (-0.699, 0.269, -3.924)
C (0.525, 0.356, -4.911)
N (0.240, 0.759, -6.306)
C (1.272, 0.610, -6.986)
O (2.098, 0.219, -7.695)
C (1.567, 1.225, -4.065)
C (0.910, 1.383, -2.634)
O (0.186, 2.581, -2.604)
H (-1.344, -3.115, -0.805)
H (0.218, -2.332, -1.210)
H (-1.019, -2.630, -2.473)
H (-1.806, -0.879, -0.079)
H (-2.525, -0.834, -1.687)
H (-0.093, 0.488, -0.643)
H (0.759, -0.597, -2.734)
H (-1.434, 1.096, -3.924)
H (-1.311, -0.658, -3.980)
H (0.813, -0.722, -4.999)
H (2.425, 0.514, -3.968)
H (1.958, 2.152, -4.524)
H (1.669, 1.253, -1.830)
H (0.552, 3.128, -3.315)
C (-4.535, 0.432, -4.502)
N (-4.556, 0.537, -3.016)
O (-4.463, 1.648, -2.530)
O (-4.665, -0.499, -2.391)
H (-4.435, 1.430, -4.921)
H (-3.688, -0.192, -4.776)
H (-5.472, -0.025, -4.810)
C (-2.899, -3.325, 3.061)
N (-2.317, -2.686, 1.850)
O (-1.235, -2.145, 1.969)
O (-2.965, -2.749, 0.821)
H (-2.211, -3.185, 3.890)
H (-3.851, -2.839, 3.259)
H (-3.034, -4.381, 2.840)
C (1.734, -0.770, 3.969)
N (0.781, -1.802, 4.455)
O (1.222, -2.916, 4.671)
O (-0.374, -1.461, 4.603)
H (2.713, -1.214, 3.884)
H (1.379, -0.427, 3.000)
H (1.737, 0.039, 4.696)
C (-4.281, 4.764, -3.276)
N (-4.332, 5.178, -4.704)
O (-4.295, 4.294, -5.544)
O (-4.404, 6.365, -4.932)
H (-4.217, 3.682, -3.241)
H (-3.400, 5.223, -2.833)
H (-5.190, 5.118, -2.797)
C (5.010, -3.270, 5.901)
N (4.639, -2.409, 4.747)
O (4.453, -1.225, 4.965)
O (4.543, -2.945, 3.663)
H (5.055, -2.652, 6.794)
H (4.244, -4.036, 5.996)
H (5.981, -3.708, 5.682)
C (5.484, 1.990, 7.144)
N (4.532, 0.953, 7.622)
O (4.975, -0.155, 7.846)
O (3.373, 1.291, 7.754)
H (6.473, 1.549, 7.074)
H (5.139, 2.326, 6.170)
H (5.472, 2.803, 7.866)

Computed properties:
* ΔE to the lowest compared entry with this formula, charge and spin: 0.000 eV
* HOMO energy: -12.74 eV
* HOMO-LUMO gap: 9.8360 eV
* F_max: 3.40 eV/Å
* net charge: +1